{
  "formula": "C4H6N2",
  "method": "ωB97M-V/def2-TZVPD",
  "homo_ev": -10.44,
  "multiplicity": 1,
  "relative_energy_kj_mol": 258.8,
  "total_energy_ha": -265.43700,
  "gap_ev": 10.785,
  "e_lumo_ev": 0.35,
  "species": ["C", "C", "C", "N", "C", "N", "H", "H", "H", "H", "H", "H"],
  "xyz": [[0.473, 0.388, 1.983], [0.260, -0.073, 0.565], [0.144, 0.993, -0.432], [-0.228, 0.683, -1.617], [-0.464, -0.755, -1.162], [-0.212, -1.230, 0.227], [1.017, -0.408, 2.506], [-0.455, 0.603, 2.506], [1.188, 1.211, 2.046], [0.429, 1.995, -0.091], [0.338, -1.276, -1.699], [-1.549, -0.741, -1.300]]
}

{
  "formula": "C4H6N2",
  "method": "ωB97M-V/def2-TZVPD",
  "homo_ev": -8.44,
  "multiplicity": 1,
  "relative_energy_kj_mol": 43.7,
  "total_energy_ha": -265.51892,
  "gap_ev": 9.342,
  "smiles": "Cc1cnc[nH]1",
  "e_lumo_ev": 0.90,
  "species": ["C", "C", "C", "N", "C", "N", "H", "H", "H", "H", "H", "H"],
  "xyz": [[-1.011, 0.445, 1.810], [-0.274, 0.304, 0.523], [-0.788, 0.370, -0.753], [0.069, -0.214, -1.642], [1.075, -0.643, -0.939], [0.961, -0.254, 0.367], [-0.943, 1.467, 2.203], [-2.069, 0.333, 1.591], [-0.817, -0.249, 2.627], [-1.574, 1.054, -1.031], [1.978, -1.053, -1.371], [1.530, -0.683, 1.079]]
}

{
  "formula": "C4H6N2",
  "method": "ωB97M-V/def2-TZVPD",
  "homo_ev": -10.01,
  "multiplicity": 1,
  "relative_energy_kj_mol": 212.4,
  "total_energy_ha": -265.45467,
  "gap_ev": 11.027,
  "smiles": "C[C@H]1N[C@H]1C#N",
  "e_lumo_ev": 1.02,
  "species": ["C", "C", "N", "C", "C", "N", "H", "H", "H", "H", "H", "H"],
  "xyz": [[-1.018, 0.861, -0.132], [-0.437, -0.422, 0.435], [0.001, -1.413, -0.510], [1.026, -0.858, 0.357], [1.701, 0.379, 0.048], [1.881, 1.507, -0.145], [-0.554, 1.260, -1.046], [-1.984, 0.417, -0.385], [-1.162, 1.689, 0.577], [-1.024, -0.749, 1.288], [0.031, -1.073, -1.467], [1.539, -1.599, 0.980]]
}

{
  "formula": "C4H6N2",
  "method": "ωB97M-V/def2-TZVPD",
  "homo_ev": -7.65,
  "multiplicity": 1,
  "relative_energy_kj_mol": 369.8,
  "total_energy_ha": -265.39474,
  "gap_ev": 8.379,
  "smiles": "CC1=C=CNN1",
  "e_lumo_ev": 0.73,
  "species": ["C", "C", "C", "C", "N", "N", "H", "H", "H", "H", "H", "H"],
  "xyz": [[0.650, 0.651, -1.623], [-0.034, 0.234, -0.359], [-1.150, 0.853, 0.276], [-1.301, -0.019, 1.324], [-0.334, -1.066, 1.430], [0.445, -0.825, 0.321], [1.555, 1.227, -1.391], [0.941, -0.202, -2.245], [-0.025, 1.299, -2.184], [-1.999, -0.047, 2.160], [0.107, -0.600, 2.241], [1.144, -1.504, 0.051]]
}

{
  "formula": "C4H6N2",
  "method": "ωB97M-V/def2-TZVPD",
  "homo_ev": [-8.31, -8.31],
  "multiplicity": 1,
  "relative_energy_kj_mol": 711.0,
  "total_energy_ha": -265.26479,
  "gap_ev": [8.604, 8.602],
  "e_lumo_ev": [0.30, 0.30],
  "species": ["C", "C", "C", "C", "N", "N", "H", "H", "H", "H", "H", "H"],
  "xyz": [[-1.487, 0.805, 0.244], [-0.153, 0.538, 0.317], [-1.831, -0.581, -0.229], [2.152, -0.033, 0.153], [-0.367, -0.932, 0.094], [0.897, 0.300, -0.488], [-2.000, 1.733, 0.279], [-2.492, -1.236, 0.328], [-2.032, -0.678, -1.245], [2.495, 1.029, 0.397], [2.072, -0.694, 0.917], [2.746, -0.252, -0.767]]
}

{
  "formula": "C4H6N2",
  "method": "ωB97M-V/def2-TZVPD",
  "homo_ev": [-9.77, -9.82],
  "multiplicity": 1,
  "relative_energy_kj_mol": 558.5,
  "total_energy_ha": -265.32285,
  "gap_ev": [8.629, 8.660],
  "e_lumo_ev": [-1.14, -1.16],
  "species": ["N", "C", "C", "C", "C", "N", "H", "H", "H", "H", "H", "H"],
  "xyz": [[2.557, -0.072, 1.102], [1.430, -0.328, 1.094], [0.011, -0.698, 1.150], [-0.929, 0.255, 0.446], [0.791, 0.560, -1.750], [-1.948, -0.215, -0.148], [-0.130, -1.699, 0.732], [-0.275, -0.743, 2.210], [-0.705, 1.320, 0.560], [0.890, -0.329, -2.412], [0.835, 1.404, -2.474], [-2.527, 0.544, -0.511]]
}

{
  "formula": "C4H6N2",
  "method": "ωB97M-V/def2-TZVPD",
  "homo_ev": -9.21,
  "multiplicity": 1,
  "relative_energy_kj_mol": 446.0,
  "total_energy_ha": -265.36571,
  "gap_ev": 10.291,
  "smiles": "C=C=NN1CC1",
  "e_lumo_ev": 1.08,
  "species": ["C", "C", "N", "N", "C", "C", "H", "H", "H", "H", "H", "H"],
  "xyz": [[0.427, 2.485, -0.730], [0.049, 1.655, 0.199], [-0.113, 0.603, 0.835], [0.385, -0.325, -0.212], [0.498, -1.758, -0.093], [-0.659, -1.135, -0.793], [-0.197, 2.642, -1.601], [1.448, 2.841, -0.706], [0.322, -2.291, 0.837], [1.362, -2.067, -0.679], [-0.747, -1.046, -1.874], [-1.600, -1.163, -0.243]]
}

{
  "formula": "C4H6N2",
  "method": "ωB97M-V/def2-TZVPD",
  "homo_ev": -9.94,
  "multiplicity": 1,
  "relative_energy_kj_mol": 404.1,
  "total_energy_ha": -265.38166,
  "gap_ev": 10.756,
  "smiles": "CN1C[C@H]1C#N",
  "e_lumo_ev": 0.81,
  "species": ["C", "N", "C", "C", "C", "N", "H", "H", "H", "H", "H", "H"],
  "xyz": [[-1.045, -0.879, 1.005], [-0.841, 0.418, 0.877], [0.596, 0.726, 1.187], [0.199, 0.854, -0.243], [0.562, -0.098, -1.287], [0.778, -0.791, -2.246], [-2.230, -1.290, 0.685], [-0.310, -1.391, 0.261], [-0.786, -1.303, 2.144], [1.173, -0.287, 1.143], [0.899, 1.409, 2.017], [-0.179, 1.856, -0.639]]
}